Entry 1:
A structure of composition C38H38AuClOP2S at a distorted geometry, computed with ωB97M-V with the def2-TZVPD basis set.

Results
2S+1	3
net charge	+2
Kohn-Sham gap (spin up / spin down)	0.2471 / 0.1408	hartree
energy above the lowest of the compared OMol25 structures with the same formula, charge and spin	10.35	kcal/mol
lowest unoccupied orbital energy (spin up / spin down)	-5.190 / -10.272	eV
max |F|	5.5	eV/A
electronic energy	-87680.216	eV
expectation value of S²	2.014

Geometry (Å):
Au  0.0000  0.0000  0.0000
Cl  -1.1987  0.6326  -1.9610
S  0.3289  0.2362  2.9807
P  -1.9715  -0.9931  0.7300
P  1.8727  0.9602  -0.9892
O  0.8920  -0.2849  1.6314
C  0.6763  3.4863  -1.2005
C  -2.3605  -3.9032  -2.1414
C  5.6819  -0.3704  -0.1101
C  -3.4237  0.0983  0.5566
C  4.8908  0.9182  1.7727
C  -3.1346  -4.8775  -1.5095
C  -2.9107  -0.9297  3.4045
C  1.8038  -1.0118  -2.9311
C  -2.0330  -1.5112  2.4830
C  1.9951  -1.5553  -4.1986
C  3.0979  3.4912  -1.2147
C  -2.0031  -2.7391  -1.4627
C  0.6788  4.8736  -1.3386
C  3.4780  0.6335  -0.1767
C  -2.9073  -1.3475  4.7365
C  2.7821  0.5855  -4.9981
C  1.8849  5.5720  -1.4126
C  1.8879  2.7845  -1.1421
C  -4.3929  2.2837  0.9450
C  -3.3034  1.4188  1.0106
C  -4.6384  -0.3409  0.0205
C  4.4816  -0.1310  -0.7816
C  -5.6050  1.8411  0.4114
C  2.4827  -0.7562  -5.2350
C  -3.2035  -3.5209  0.4894
C  2.6012  1.1308  -3.7268
C  -3.5558  -4.6842  -0.1932
C  1.8479  -0.1294  3.9176
C  -2.0323  -2.3480  5.1560
C  3.0945  4.8786  -1.3502
C  -1.1542  -2.9321  4.2397
C  -5.7248  0.5311  -0.0534
C  5.8891  0.1530  1.1651
C  2.1134  0.3336  -2.6867
C  -1.1515  -2.5147  2.9126
C  0.6051  2.0143  2.6785
C  -2.4258  -2.5383  -0.1417
C  3.6914  1.1546  1.1084
H  2.9146  1.7450  1.5865
H  -4.1559  -5.4403  0.3057
H  -3.5993  -0.1557  3.0809
H  -6.6631  0.1873  -0.4795
H  -6.4514  2.5193  0.3484
H  -2.0295  -4.0500  -3.1658
H  1.8834  6.6538  -1.5147
H  -4.7317  -1.3570  -0.3501
H  4.0413  2.9567  -1.1551
H  -2.8204  3.4017  -2.3181
H  -2.8289  2.9252  -2.8887
H  6.4551  -0.9650  -0.5887
H  -3.4066  -5.7866  -2.0391
H  5.0440  1.3244  2.7683
H  1.7483  0.2776  4.9454
H  1.9667  -1.2314  3.9973
H  0.6744  2.2295  1.5941
H  -0.2648  5.4102  -1.3843
H  -4.2923  3.3066  1.2965
H  -1.4076  -1.9744  -1.9518
H  -0.4641  -2.9678  2.2037
H  4.3273  -0.5345  -1.7772
H  -0.4659  -3.7083  4.5613
H  2.6196  -1.1762  -6.2276
H  -3.5936  -0.8903  5.4440
H  2.7502  0.2935  3.4462
H  1.3971  -1.6138  -2.1218
H  -3.5241  -3.3796  1.5172
H  -2.3451  1.7589  1.3961
H  2.8256  2.1778  -3.5477
H  3.1515  1.2122  -5.8050
H  1.5018  2.3920  3.2118
H  -2.0314  -2.6720  6.1928
H  -0.2583  2.9365  -1.1497
H  -0.2721  2.5669  3.0724
H  4.0368  5.4169  -1.4023
H  6.8235  -0.0349  1.6862
H  1.7512  -2.5981  -4.3814

Entry 2:
A structure of composition C38H38Cl2FN5O5Zr, computed with ωB97M-V with the def2-TZVPD basis set.

Results
net charge	+2
Kohn-Sham gap	0.2353	hartree
energy above the lowest of the compared OMol25 structures with the same formula, charge and spin	0.00	kcal/mol
lowest unoccupied orbital energy	-5.284	eV
max |F|	0.6	eV/A
electronic energy	-86744.822	eV

Geometry (Å):
Zr  0.6888  -0.5446  3.2668
Cl  -3.6121  -7.0359  1.4381
Cl  -0.5670  -2.8954  -0.2760
F  -1.4800  0.2271  -3.1508
O  -0.6890  -1.3694  4.8182
O  0.8028  -0.0429  1.1981
O  2.3120  0.6783  3.3875
O  -0.5142  -2.3197  2.8674
O  3.5655  2.5017  3.1344
N  2.2640  -2.4120  2.2434
N  0.0101  3.1094  -6.9438
N  2.1421  3.4157  -0.5315
N  -0.4926  2.5101  -4.4919
N  -2.4328  -4.3100  1.6466
C  4.3565  -1.6239  3.2424
C  -0.6608  1.2292  3.3421
C  -0.5525  0.9903  -2.5448
C  5.0100  -1.1513  4.3663
C  -0.0810  2.1461  -3.2006
C  -0.1222  0.6242  -1.3053
C  2.4851  -2.2462  4.6331
C  4.4124  -1.2049  5.6225
C  -3.8814  -2.7426  0.4342
C  0.7986  1.4260  -0.6203
C  0.8318  2.9356  -2.5181
C  -2.2144  -7.0442  -0.8630
C  -1.1500  2.1675  -6.8077
C  -0.9146  -5.1868  -1.6407
C  2.1506  1.9191  1.3461
C  2.6637  4.6324  -1.1329
C  -1.3947  -6.4732  -1.8202
C  2.5645  3.0483  0.6822
C  -2.1046  -5.0081  0.4756
C  -1.1272  1.5581  -5.4001
C  -2.5982  -2.6619  4.0303
C  1.2409  1.0478  0.7061
C  3.0847  -2.1667  3.3701
C  2.7434  1.7207  2.7251
C  1.2559  2.6038  -1.2267
C  1.7384  5.8013  -1.3206
C  -0.1697  4.3263  -6.0637
C  -4.7693  -0.8059  1.5458
C  -3.2202  -3.1309  1.5948
C  -2.5666  -6.3121  0.2566
C  -0.8783  3.8814  -4.7809
C  -1.2012  -2.1139  3.9252
C  -3.3436  -2.3468  2.7480
C  -1.2542  -4.4794  -0.5018
C  -4.6420  -1.5841  0.4073
C  -4.1234  -1.1976  2.7080
C  3.1580  -1.7655  5.7581
C  2.8156  5.8518  -0.2794
H  -5.3775  0.0887  1.5378
H  -1.9650  3.9601  -4.8963
H  -0.2593  -4.7300  -2.3691
H  -1.5728  1.0057  3.9014
H  -2.1554  1.3092  -5.1270
H  -3.8102  -3.3626  -0.4504
H  1.5456  -2.7801  4.7575
H  3.4171  4.4367  -1.8858
H  0.7236  5.6836  -0.9638
H  4.8196  -1.5541  2.2654
H  -2.7573  -4.9523  2.3587
H  -2.0457  2.7567  -6.9928
H  4.9374  -0.8211  6.4859
H  -0.1400  2.0234  3.8896
H  2.7452  -2.4161  1.3546
H  -0.9590  1.6309  2.3712
H  -3.0863  -2.2204  4.8954
H  -0.5176  -0.2697  -0.8394
H  3.2777  3.6988  1.1699
H  -0.5528  0.6329  -5.4037
H  -4.2242  -0.6002  3.6071
H  3.6843  6.4679  -0.4572
H  0.8611  2.6216  -6.6598
H  2.5025  5.7947  0.7537
H  0.8239  4.7233  -5.8679
H  -2.5955  -8.0489  -0.9796
H  -2.5151  -3.7337  4.2241
H  1.2353  3.8175  -2.9934
H  -1.0764  1.4009  -7.5748
H  -5.1607  -1.3091  -0.5020
H  -0.6041  4.5440  -3.9651
H  5.9976  -0.7215  4.2638
H  1.8540  6.3987  -2.2145
H  2.6913  -1.8486  6.7305
H  0.1330  3.3922  -7.9166
H  1.6562  -3.2206  2.3188
H  -1.1223  -7.0350  -2.7028
H  -0.7460  5.0605  -6.6231